A:
The following is a DFT calculation (wB97M-V/def2-TZVPD) of a cluster of 2 separate species, C5H14O in total.

SMILES	CCC.CCO
LUMO level	1.0	eV
Kohn-Sham gap	11.3	eV
charge	0
spin multiplicity	1

Cartesian coordinates (Å):
C1 -2.245 -0.030 -1.697
C2 -0.984 -0.834 -2.030
C3 -0.362 -1.601 -0.883
H1 -2.224 0.897 -2.254
H2 -2.201 0.264 -0.654
H3 -3.172 -0.561 -1.918
H4 -1.160 -1.561 -2.830
H5 -0.259 -0.205 -2.550
H6 0.109 -0.929 -0.158
H7 -1.101 -2.099 -0.240
H8 0.345 -2.331 -1.271
C4 1.063 1.660 2.291
C5 1.864 0.870 1.242
O1 2.183 -0.443 1.685
H9 0.647 0.939 3.002
H10 0.288 2.308 1.875
H11 1.665 2.317 2.932
H12 1.322 0.879 0.298
H13 2.824 1.332 1.099
H14 1.397 -0.872 2.061


B:
The following is a DFT calculation (wB97M-V/def2-TZVPD) of a cluster of 2 separate species, C5H14O in total.

SMILES	CCC(C)C.O
LUMO level	0.9	eV
Kohn-Sham gap	11.9	eV
charge	0
spin multiplicity	1

Cartesian coordinates (Å):
C1 0.015 -2.896 0.426
C2 -0.802 -1.778 -0.225
C3 -0.003 -0.498 -0.518
C4 -0.662 0.744 0.055
C5 0.336 -0.301 -1.983
H1 -0.139 -2.956 1.500
H2 -0.230 -3.884 0.042
H3 1.077 -2.743 0.251
H4 -1.208 -2.151 -1.171
H5 -1.662 -1.524 0.387
H6 0.967 -0.630 -0.025
H7 -0.203 1.669 -0.278
H8 -0.686 0.762 1.141
H9 -1.675 0.804 -0.341
H10 0.891 -1.122 -2.444
H11 0.965 0.584 -2.116
H12 -0.527 -0.136 -2.623
O1 0.998 4.089 1.775
H13 0.165 3.678 2.041
H14 1.585 3.998 2.530


Energies relative to the most stable structure are A 55.2; B 0.0, reported in kJ/mol.


A:
The following is a DFT calculation (wB97M-V/def2-TZVPD) of a cluster of 2 separate species, C5H14O in total.

SMILES	CCC.CCO
LUMO level	0.9	eV
Kohn-Sham gap	11.4	eV
charge	0
spin multiplicity	1

Cartesian coordinates (Å):
C1 -2.493 -0.248 1.115
C2 -1.036 -0.611 1.337
C3 -0.825 -2.131 1.476
H1 -2.876 -0.743 0.224
H2 -2.662 0.813 0.898
H3 -3.087 -0.532 1.988
H4 -0.682 -0.089 2.232
H5 -0.377 -0.315 0.538
H6 0.243 -2.357 1.406
H7 -1.145 -2.459 2.465
H8 -1.304 -2.677 0.661
C4 2.136 1.305 -0.717
C5 1.284 1.226 -1.958
O1 1.958 0.651 -3.071
H9 2.496 0.323 -0.431
H10 3.012 1.945 -0.836
H11 1.563 1.760 0.093
H12 0.852 2.212 -2.188
H13 0.406 0.594 -1.801
H14 2.538 1.333 -3.432


B:
The following is a DFT calculation (wB97M-V/def2-TZVPD) of a cluster of 2 separate species, C5H14O in total.

SMILES	CCC(C)C.O
LUMO level	0.8	eV
Kohn-Sham gap	11.6	eV
charge	0
spin multiplicity	1

Cartesian coordinates (Å):
C1 0.312 -1.664 0.154
C2 0.783 -0.624 1.174
C3 0.583 0.856 0.816
C4 -0.918 1.188 0.714
C5 1.220 1.151 -0.540
H1 -0.646 -1.362 -0.274
H2 1.030 -1.732 -0.668
H3 0.203 -2.633 0.633
H4 0.233 -0.811 2.106
H5 1.848 -0.737 1.420
H6 0.976 1.483 1.615
H7 -1.138 2.192 1.093
H8 -1.626 0.560 1.250
H9 -1.307 1.222 -0.310
H10 2.276 0.884 -0.524
H11 1.117 2.176 -0.911
H12 0.691 0.583 -1.313
O1 -2.111 -0.785 -1.845
H13 -2.154 -1.619 -2.323
H14 -1.372 -0.327 -2.269


C:
The following is a DFT calculation (wB97M-V/def2-TZVPD) of a cluster of 2 separate species, C5H14O in total.

SMILES	CC(C)O.CC
LUMO level	0.9	eV
Kohn-Sham gap	11.2	eV
charge	0
spin multiplicity	1

Cartesian coordinates (Å):
C1 0.635 -0.452 -1.215
C2 -0.616 -1.244 -0.895
C3 -0.894 -2.402 -1.810
O1 -0.513 -1.820 0.437
H1 1.551 -1.026 -1.381
H2 0.934 0.186 -0.385
H3 0.421 0.165 -2.095
H4 -1.464 -0.556 -0.840
H5 -1.363 -2.135 -2.753
H6 -0.070 -3.108 -1.967
H7 -1.585 -3.065 -1.307
H8 -0.754 -1.148 1.079
C4 0.052 2.492 1.152
C5 0.868 1.596 2.097
H9 -0.932 2.686 1.596
H10 0.400 3.532 1.173
H11 0.103 2.128 0.141
H12 1.936 1.780 1.952
H13 0.681 0.540 1.899
H14 0.611 1.853 3.122


Energies relative to the most stable structure are A 27.1; B 0.0; C 39.5, reported in kJ/mol.


A:
The following is a DFT calculation (wB97M-V/def2-TZVPD) of a cluster of 4 separate species, C4H14O3 in total.

SMILES	C/C=C/C.O.O.O
LUMO level	0.4	eV
Kohn-Sham gap	9.9	eV
charge	0
spin multiplicity	1

Cartesian coordinates (Å):
C1 -0.040 0.274 0.919
C2 0.661 0.791 -0.292
C3 1.461 1.839 -0.305
C4 2.131 2.466 -1.495
H1 -1.064 0.654 0.973
H2 0.402 0.541 1.874
H3 -0.101 -0.815 0.896
H4 0.393 0.299 -1.226
H5 1.665 2.355 0.637
H6 2.119 3.548 -1.387
H7 3.167 2.125 -1.551
H8 1.632 2.253 -2.446
O1 -2.550 -3.432 -3.365
H9 -3.213 -3.646 -2.702
H10 -2.418 -2.473 -3.278
O2 1.575 -1.987 6.054
H11 1.284 -1.913 5.137
H12 1.290 -1.161 6.458
O3 -2.928 -0.856 -1.860
H13 -2.726 0.046 -2.124
H14 -2.741 -0.908 -0.917


B:
The following is a DFT calculation (wB97M-V/def2-TZVPD) of a cluster of 5 separate species, C4H14O3 in total.

LUMO level	-5.1	eV
Kohn-Sham gap	3.5	eV
charge	0
spin multiplicity	1

Cartesian coordinates (Å):
C1 -2.102 0.030 0.215
C2 -0.865 0.861 0.183
C3 0.125 0.777 1.126
C4 1.633 0.778 0.927
H1 -1.820 -0.722 -0.528
H2 -2.468 -0.494 1.102
H3 -2.901 0.550 -0.303
H4 -0.704 1.349 -0.884
H5 -0.248 0.499 2.140
H6 2.072 1.430 1.689
H7 2.161 -0.167 0.902
H8 1.736 1.300 -0.028
H9 1.458 1.953 -2.529
H10 0.639 -1.641 2.316
O1 0.966 1.754 -1.719
H11 0.083 -2.002 1.072
H12 0.405 -2.995 0.160
O2 -0.163 -2.207 0.107
H13 0.063 -0.899 -1.417
H14 0.228 0.338 -2.320
O3 -0.300 -0.493 -2.210


Energies relative to the most stable structure are A 0.0; B 964.9, reported in kJ/mol.


A:
The following is a DFT calculation (wB97M-V/def2-TZVPD) of a cluster of 4 separate species, C4H14O3 in total.

SMILES	C/C=C/C.O.O.O
LUMO level	0.5	eV
Kohn-Sham gap	9.6	eV
charge	0
spin multiplicity	1

Cartesian coordinates (Å):
C1 -1.356 -3.147 -3.226
C2 -1.625 -2.329 -1.999
C3 -2.667 -2.511 -1.187
C4 -2.957 -1.618 -0.031
H1 -2.287 -3.374 -3.701
H2 -0.766 -2.626 -4.005
H3 -0.853 -4.047 -2.764
H4 -0.844 -1.520 -1.942
H5 -3.435 -3.267 -1.354
H6 -3.129 -2.253 0.852
H7 -2.059 -1.032 0.192
H8 -3.754 -0.888 -0.174
O1 2.395 4.004 2.751
H9 2.812 4.828 2.467
H10 2.038 3.704 1.893
O2 5.083 1.730 3.596
H11 5.831 1.715 4.216
H12 4.307 1.638 4.168
O3 0.992 3.662 0.386
H13 1.445 2.901 0.025
H14 0.830 4.430 -0.161


B:
The following is a DFT calculation (wB97M-V/def2-TZVPD) of a cluster of 4 separate species, C4H14O3 in total.

SMILES	C=C(C)C.O.O.O
LUMO level	0.5	eV
Kohn-Sham gap	9.8	eV
charge	0
spin multiplicity	1

Cartesian coordinates (Å):
C1 1.319 -0.312 1.909
C2 0.100 0.052 1.478
C3 -0.987 -0.931 1.160
C4 -0.253 1.470 1.395
H1 2.083 0.480 1.719
H2 1.741 -1.315 2.222
H3 -1.761 -0.539 0.505
H4 -1.586 -1.317 2.004
H5 -0.774 -1.931 0.787
H6 0.360 2.049 2.131
H7 -1.229 1.815 1.724
H8 0.070 1.819 0.431
O1 2.193 -0.414 -1.480
H9 2.901 -0.920 -1.071
H10 1.501 -0.364 -0.807
O2 -0.508 1.238 -1.697
H11 0.111 0.503 -1.655
H12 -0.089 2.049 -1.992
O3 -1.858 -1.510 -2.964
H13 -1.727 -0.851 -3.652
H14 -1.607 -1.070 -2.146


C:
The following is a DFT calculation (wB97M-V/def2-TZVPD) of a cluster of 4 separate species, C4H14O3 in total.

SMILES	C=CCC.O.O.O
LUMO level	0.4	eV
Kohn-Sham gap	10.0	eV
charge	0
spin multiplicity	1

Cartesian coordinates (Å):
C1 2.497 1.659 0.537
C2 1.493 1.081 1.183
C3 1.292 -0.442 1.201
C4 2.196 -1.149 2.216
H1 2.500 2.736 0.475
H2 3.306 1.168 0.017
H3 0.708 1.623 1.688
H4 0.253 -0.605 1.495
H5 1.442 -0.812 0.186
H6 1.719 -1.360 3.158
H7 2.709 -2.028 1.837
H8 3.035 -0.521 2.542
O1 -2.203 -1.297 -2.933
H9 -1.421 -1.740 -2.591
H10 -2.375 -1.690 -3.793
O2 -4.497 0.039 3.574
H11 -5.237 -0.579 3.544
H12 -3.871 -0.301 2.914
O3 -0.985 1.729 -5.654
H13 -1.357 1.076 -5.052
H14 -1.204 1.416 -6.543


Energies relative to the most stable structure are A 6.1; B 30.7; C 0.0, reported in kJ/mol.


A:
The following is a DFT calculation (wB97M-V/def2-TZVPD) of a cluster of 2 separate species, CH2NO2S in total.

LUMO level (alpha / beta)	3.1 / 3.1	eV
Kohn-Sham gap (alpha / beta)	6.4 / 6.4	eV
charge	-1
spin multiplicity	1

Cartesian coordinates (Å):
C1 -1.260 -0.662 0.021
N1 1.399 0.647 0.255
O1 -1.203 -1.849 -0.258
O2 2.492 0.212 -0.045
S1 -2.409 0.297 0.734
H1 -0.328 -0.155 -0.211
H2 1.308 1.510 -0.497


B:
The following is a DFT calculation (wB97M-V/def2-TZVPD) of the ion CH2NO2S with charge -1.

LUMO level	4.3	eV
Kohn-Sham gap	8.0	eV
charge	-1
spin multiplicity	1

Cartesian coordinates (Å):
C1 -0.095 0.384 -0.335
N1 0.483 1.288 -1.049
O1 -0.757 1.347 -3.165
O2 0.467 -0.773 -2.605
S1 0.537 0.715 -2.792
H1 -0.436 0.466 0.749
H2 -0.304 -0.653 -0.892


C:
The following is a DFT calculation (wB97M-V/def2-TZVPD) of a cluster of 2 separate species, CH2NO2S in total.

LUMO level	3.6	eV
Kohn-Sham gap	6.5	eV
charge	-1
spin multiplicity	1

Cartesian coordinates (Å):
C1 0.999 0.068 -0.083
N1 -1.289 0.482 0.150
O1 0.189 -1.703 0.054
O2 0.033 0.870 -0.004
S1 2.588 0.279 -0.135
H1 -0.703 -1.349 -0.007
H2 -1.817 1.353 0.026


Energies relative to the most stable structure are A 188.2; B 0.0; C 334.3, reported in kJ/mol.